No. 1
DFT (ωB97M-V with the def2-TZVPD basis set) results for a molecular structure, C24H14Cl3NO8Sn.

Geometry as XYZ:
```
51
Properties=species:S:1:pos:R:3:forces:R:3:mulliken_charge:R:1
Sn -1.334464 -0.523719 1.329844 0.304 -0.097 -0.021 0.849
Cl -0.918963 5.732627 5.978634 -0.001 0.051 0.050 -0.293
C -0.797346 4.442102 4.800580 0.008 -0.033 -0.050 0.290
C -0.682490 4.763084 3.445324 0.000 -0.091 0.017 -0.662
C -0.583743 3.757026 2.523126 0.029 0.013 -0.011 0.373
Cl -0.429154 4.166619 0.845259 0.005 0.010 -0.041 -0.236
C -0.597064 2.356416 2.859610 -0.045 0.049 0.122 -0.357
O -0.482416 1.486868 1.951748 0.026 0.046 -0.052 -0.295
C -0.714351 2.091836 4.262115 -0.069 -0.002 -0.036 1.318
C -0.729937 0.741620 4.821893 0.166 0.078 0.056 -0.363
O -0.671487 -0.317779 4.242188 -0.041 -0.026 -0.004 -0.398
C -0.812238 3.132269 5.194735 -0.002 -0.011 0.002 -0.956
H -0.674205 5.794442 3.120850 -0.001 0.005 0.008 0.411
H -0.770167 0.748494 5.936239 -0.058 -0.015 -0.008 0.128
H -0.904254 2.882486 6.245772 -0.003 0.005 0.003 0.290
C 3.309728 -1.224774 1.756349 -0.013 -0.067 0.009 -1.648
C 1.911597 -1.554515 1.253895 0.028 0.204 0.058 0.694
O 1.001652 -0.947258 1.818355 -0.163 -0.039 -0.015 -0.249
C 1.735920 -2.509641 0.178625 0.027 -0.059 -0.089 0.486
C 2.862533 -2.978729 -0.531089 -0.011 0.062 0.073 -0.540
C 2.773677 -3.887190 -1.553768 -0.038 -0.036 -0.040 -0.764
C 1.498111 -4.390750 -1.890547 0.013 0.033 0.032 -0.376
C 0.381944 -3.973530 -1.227502 -0.013 0.027 -0.010 -0.544
C 0.427378 -2.991477 -0.173151 -0.088 0.037 -0.163 0.538
O -0.653079 -2.618998 0.366158 0.024 -0.115 0.170 -0.799
H 3.196679 -0.772208 2.738548 0.020 0.019 -0.009 0.404
H 3.773013 -0.492306 1.091000 -0.018 -0.020 -0.024 0.301
H 3.959897 -2.096342 1.816744 -0.001 -0.004 0.011 0.437
H 3.839596 -2.590551 -0.269814 -0.004 0.008 -0.004 0.270
H 3.658124 -4.211499 -2.086796 0.003 -0.001 -0.002 0.356
H 1.399709 -5.114900 -2.693280 0.017 0.000 -0.004 0.352
H -0.602315 -4.340476 -1.492165 0.004 0.003 0.009 0.393
O -4.943327 1.833211 2.545216 0.016 0.090 0.072 -0.659
Cl -5.080536 0.683862 1.683108 -0.271 0.195 -0.010 1.701
O -6.430274 0.629073 1.163253 -0.051 0.012 -0.041 -0.725
O -4.805772 -0.515880 2.428865 0.072 -0.236 0.120 -0.656
O -4.151282 0.799019 0.579861 0.196 -0.040 -0.126 -0.616
N 0.820622 0.192517 -8.571609 -0.003 -0.002 0.010 -0.585
C 0.620205 0.176435 -7.437340 0.017 0.006 -0.111 0.072
C 0.376144 0.158673 -6.026855 -0.020 0.003 0.097 0.653
C -0.574505 1.015937 -5.467554 0.014 -0.022 0.022 -0.615
C -0.802181 1.002535 -4.106092 0.028 -0.014 -0.017 -0.536
C -0.086453 0.135435 -3.266950 0.061 -0.054 -0.001 0.410
C 0.858399 -0.728578 -3.843761 -0.001 -0.008 -0.008 -0.253
C 1.088845 -0.717176 -5.203963 -0.022 0.019 0.015 -0.633
C -0.310945 0.116671 -1.863845 0.045 0.157 0.000 0.121
C -0.497243 0.110004 -0.660558 -0.199 -0.143 -0.052 -0.818
H -1.130149 1.688378 -6.108149 0.002 0.000 -0.007 0.419
H -1.538690 1.659137 -3.663735 0.002 0.005 0.001 0.515
H 1.396438 -1.412052 -3.198675 0.008 -0.004 0.001 0.365
H 1.818814 -1.386438 -5.640693 0.001 -0.002 -0.002 0.431
```
Positions in Å, forces in eV/Å.

Its charge is -2. For the total energy, the calculation gives -3174.34417 Eh. For the max |F|, the calculation gives 0.006 Eh/bohr. Its gap between HOMO and LUMO is 0.2543 hartree.

---

No. 2
DFT (ωB97M-V with the def2-TZVPD basis set) results for a molecular structure, C11H22I2MnNO3P2.

Geometry as XYZ:
```
42
Properties=species:S:1:pos:R:3:forces:R:3:mulliken_charge:R:1
I 1.073911 -2.380969 -1.491520 -0.639 0.011 0.141 0.338
I -1.402535 -2.101922 -0.350116 0.776 -0.361 -0.002 0.426
Mn 0.604174 2.480065 -0.183916 -0.397 0.970 1.426 -0.140
P 0.329636 2.134260 -2.489462 -0.768 0.389 -0.583 0.864
C 0.420217 3.823383 -3.166169 0.172 -0.026 -0.088 -1.192
C 1.462309 1.072061 -3.423116 0.413 -0.099 0.095 -0.839
H 1.526134 1.387499 -4.472572 -0.055 -0.169 0.237 0.379
H -1.652152 1.861961 -3.849034 0.026 -0.236 0.232 0.390
H 1.131110 0.026003 -3.353914 -0.002 0.414 -0.193 0.111
H -1.339629 0.441660 -2.788785 -0.038 0.115 -0.167 0.175
H 1.423135 4.233980 -2.982278 -0.271 -0.018 -0.111 0.390
H 2.458238 1.127623 -2.967855 -0.063 0.049 -0.282 0.408
C -1.342171 1.537183 -2.845822 -0.333 0.062 0.022 -0.836
H 0.221450 3.820282 -4.244843 0.054 0.013 0.191 0.430
H -2.043878 1.921328 -2.084516 0.270 -0.058 -0.427 0.280
H -0.324973 4.455893 -2.663652 0.192 -0.190 -0.124 0.350
P -0.620192 -2.990833 1.877995 0.250 -0.558 1.549 0.749
C -0.173244 -1.586043 2.897022 -0.053 0.438 -0.593 -1.037
C -1.935757 -3.908975 2.671022 -0.627 0.205 -0.558 -1.066
H 0.575704 -4.844372 0.914398 -0.035 -0.061 0.154 0.441
H 0.880422 -4.625231 2.659885 -0.064 0.215 -0.103 0.413
H 1.681003 -3.559869 1.437430 -0.096 -0.102 0.207 0.410
C 0.767517 -4.103410 1.696984 0.232 0.087 -0.831 -1.097
H -2.379657 -4.621222 1.964699 0.031 0.003 0.238 0.424
H -1.474048 -4.455719 3.505507 0.002 0.123 -0.131 0.415
H -0.067603 -1.936166 3.932238 0.026 -0.061 -0.146 0.399
H -0.955628 -0.822527 2.847314 0.018 -0.103 0.163 0.419
H -2.706319 -3.228826 3.052721 0.080 -0.165 -0.051 0.408
H 0.764620 -1.152620 2.536468 -0.031 -0.078 0.176 0.372
C 1.681679 3.103661 1.461626 2.072 -0.857 3.371 0.756
O 2.390348 2.877820 2.366895 -2.321 0.944 -3.204 -0.303
O 0.678150 4.764385 1.894605 -1.987 -0.131 -0.781 -0.619
C -0.500562 4.655976 1.445589 1.511 0.245 0.860 0.595
C -1.694293 5.531036 1.743729 0.261 0.330 0.361 -0.474
C -2.843754 4.857018 1.007738 -0.356 0.150 -0.019 -0.299
C -2.223900 3.667728 0.313917 -0.912 -0.365 -0.436 0.067
O -2.794777 2.834681 -0.381761 0.965 0.689 0.799 -0.649
N -0.865312 3.652566 0.607987 1.311 -1.401 -1.125 -0.066
H -1.865955 5.587666 2.829855 0.262 0.133 -0.371 0.316
H -1.512188 6.544486 1.356133 0.123 -0.255 0.339 0.297
H -3.636459 4.533700 1.696046 0.109 0.031 -0.379 0.302
H -3.279379 5.530141 0.258783 -0.112 -0.322 0.147 0.290
```
Positions in Å, forces in eV/Å.

Its charge is +3. As for the spin multiplicity: 4. For the total energy, the calculation gives -3140.83107 Eh. As for the energy above the lowest of the compared OMol25 structures with the same formula, charge and spin: 0.0 kcal per mole. For the max |F|, the calculation gives 0.079 Eh/bohr. Its gap between HOMO and LUMO (spin up / spin down) is 0.1543 / 0.1558 hartree.

---

No. 3
DFT (ωB97M-V with the def2-TZVPD basis set) results for a molecular structure, C19H20AuN2O2S.

Geometry as XYZ:
```
45
Properties=species:S:1:pos:R:3:forces:R:3:mulliken_charge:R:1
Au 0.867663 -1.644911 -1.094644 -0.238 -0.064 -0.381 0.513
N 0.160439 -2.637150 -3.030071 -0.004 0.054 0.175 -0.594
C -0.968402 -3.517202 -3.044661 0.187 0.269 -0.520 -0.523
C -1.471484 -4.022302 -1.345870 -0.450 -0.786 0.450 0.707
O -1.970693 -5.091114 -1.587145 0.228 0.496 0.065 -0.381
O -1.198675 -3.181746 -0.543081 -0.055 0.050 -0.193 -0.442
H -0.007182 -1.825766 -3.618182 0.033 0.020 0.000 0.341
H 0.998714 -3.104370 -3.355064 0.006 -0.007 -0.067 0.329
H -0.806936 -4.452246 -3.561970 0.025 -0.081 0.112 0.356
H -1.895325 -3.023508 -3.315762 -0.016 0.011 0.067 0.338
C -2.145191 4.587276 -0.087220 0.027 0.094 0.011 -1.548
C -2.502979 3.151473 0.316188 0.099 -0.116 0.018 1.991
C -3.018995 2.412607 -0.917947 -0.035 -0.016 -0.063 -2.094
C -3.618528 3.178631 1.368636 -0.066 0.010 0.058 -1.574
C -1.261932 2.476792 0.907202 -0.132 0.190 0.006 0.397
C -0.682747 3.014993 2.077485 -0.007 0.028 0.021 -0.577
C 0.437230 2.479232 2.668648 -0.029 -0.014 -0.002 -1.342
C 1.012024 1.356604 2.072114 0.049 0.162 0.274 1.116
S 2.405997 0.441791 2.556187 0.099 0.124 0.129 -0.286
C 2.204967 -0.580588 1.209087 0.212 -0.349 -0.122 1.294
N 1.176355 -0.284995 0.453619 -0.071 0.283 0.324 -0.424
C 0.461815 0.820095 0.923003 -0.003 -0.362 -0.475 -0.949
C -0.675156 1.371708 0.330823 0.055 -0.099 -0.021 -0.004
C 3.055891 -1.724775 0.844681 -0.249 0.281 0.047 0.335
C 4.183237 -2.122956 1.549107 0.182 -0.035 0.112 -0.591
C 4.921552 -3.209857 1.101574 -0.080 0.053 -0.010 -0.789
C 4.528727 -3.895283 -0.039067 0.050 -0.048 -0.014 -0.591
C 3.392561 -3.506850 -0.748300 -0.023 0.129 0.092 -0.301
C 2.667785 -2.423529 -0.295882 0.142 -0.189 -0.109 -0.050
H -3.018792 5.086056 -0.511990 0.012 -0.028 0.012 0.436
H -1.348175 4.603042 -0.833716 -0.017 -0.024 0.014 0.378
H -1.814014 5.175914 0.770201 -0.009 -0.016 -0.028 0.338
H -3.913465 2.916197 -1.288134 0.026 -0.020 0.002 0.425
H -3.293385 1.378812 -0.690526 0.003 0.045 0.014 0.415
H -2.285941 2.411251 -1.729562 -0.016 0.012 0.042 0.387
H -4.510050 3.650508 0.950359 0.028 -0.010 0.005 0.447
H -3.331387 3.749009 2.253170 -0.001 -0.017 -0.024 0.330
H -3.888532 2.170511 1.690679 0.029 0.013 -0.027 0.388
H -1.133789 3.886823 2.533054 0.011 -0.019 -0.007 0.428
H 0.850885 2.917910 3.566658 0.017 -0.022 -0.012 0.394
H -1.077197 0.923394 -0.568840 0.038 -0.014 0.035 0.468
H 4.494685 -1.593764 2.443440 -0.028 0.009 -0.036 0.388
H 5.804951 -3.520297 1.642318 -0.017 -0.001 0.000 0.412
H 5.109710 -4.741290 -0.384092 -0.012 0.011 0.004 0.397
H 3.103768 -4.056132 -1.636505 -0.002 -0.005 0.023 0.313
```
Positions in Å, forces in eV/Å.

Its charge is +1. As for the spin multiplicity: 3. For the total energy, the calculation gives -1529.58594 Eh. As for the energy above the lowest of the compared OMol25 structures with the same formula, charge and spin: 4.4 kcal per mole. For the max |F|, the calculation gives 0.020 Eh/bohr. Its gap between HOMO and LUMO (spin up / spin down) is 0.2991 / 0.2005 hartree.

---

No. 4
DFT (ωB97M-V with the def2-TZVPD basis set) results for 2 unconnected molecules or ions with the total composition C2H3NS2.

Geometry as XYZ:
```
8
Properties=species:S:1:pos:R:3:forces:R:3:mulliken_charge:R:1
C 1.893272 0.354276 0.396881 -0.027 -1.379 -1.054 0.391
C -1.909117 -0.062587 -0.667678 1.277 0.924 3.146 -0.381
N 1.453248 -0.734911 0.659131 -0.040 2.973 -2.274 -0.336
S -1.246058 0.803224 0.587475 -1.095 -0.851 -1.542 -0.170
S 2.419894 1.593021 -0.396352 0.083 0.636 0.381 -0.276
H -2.063587 -1.130907 -0.387295 -0.269 0.856 -1.275 0.264
H -2.106142 0.513634 -1.565486 -0.247 -0.843 -0.303 0.282
H 1.558490 -1.335749 1.373321 0.318 -2.315 2.921 0.226
```
Positions in Å, forces in eV/Å.

Its charge is 0. For the total energy, the calculation gives -929.06315 Eh. As for the energy above the lowest of the compared OMol25 structures with the same formula, charge and spin: 34.0 kcal per mole. For the max |F|, the calculation gives 0.073 Eh/bohr. Its gap between HOMO and LUMO is 0.3032 hartree.